[1]
Formula: C34H24BrCl2IN3O5Rh
Source: OMol25
Level of theory: ωB97M-V/def2-TZVPD

* gap between HOMO and LUMO: 6.6 eV
* energy relative to the best compared isomer or geometry (same formula, charge and spin): 1.061 eV
* E_LUMO: -1.62 eV
* net charge: 0
* HOMO: -0.3006 Eh

XYZ file:
```
71
Properties=species:S:1:pos:R:3:mulliken_charge:R:1
Rh -1.402 0.513 0.287 0.0379
O 1.494 2.817 2.786 -0.7320
C 0.813 3.976 2.673 0.3976
C 1.436 5.123 3.165 -0.5887
C 0.813 6.349 3.082 -0.3573
C -0.450 6.465 2.504 -0.7443
C -1.072 5.338 2.016 -0.5595
C -0.461 4.080 2.089 0.2709
C -1.146 2.907 1.522 1.4252
O -0.557 1.738 1.655 -1.1729
N -2.289 3.065 0.911 -0.9257
N -2.795 1.853 0.483 0.4940
C -4.055 1.639 0.397 -0.0818
C -4.605 0.433 -0.179 0.3254
C -5.983 0.217 -0.034 -0.7544
C -6.615 -0.856 -0.619 -0.7377
C -5.856 -1.730 -1.397 -0.5777
C -4.502 -1.535 -1.565 0.0175
C -3.826 -0.464 -0.954 0.2130
O -2.533 -0.335 -1.184 -0.7812
H 0.923 2.103 2.438 0.4113
H 2.416 5.014 3.610 0.4390
H 1.315 7.226 3.471 0.3776
H -0.937 7.428 2.438 0.3990
H -2.050 5.400 1.559 0.4507
H -4.722 2.429 0.731 0.4325
H -6.556 0.923 0.555 0.3757
H -7.676 -1.011 -0.485 0.4085
H -6.331 -2.578 -1.874 0.4047
H -3.918 -2.215 -2.173 0.4432
Cl 2.369 1.906 -4.608 -0.2192
C 1.269 0.683 -4.032 0.8042
C -0.086 0.851 -4.243 -0.7746
C -0.972 -0.090 -3.750 -0.5254
C -0.488 -1.206 -3.089 -0.7084
C 0.873 -1.378 -2.912 0.7613
Cl 1.419 -2.850 -2.172 -0.1372
C 1.798 -0.419 -3.352 -0.9847
N 3.167 -0.561 -3.159 -0.0475
C 3.721 -0.874 -1.889 -0.2221
C 4.707 -1.852 -1.810 -0.5113
C 5.250 -2.213 -0.591 -0.5952
C 4.789 -1.611 0.572 -0.7352
C 3.821 -0.624 0.493 -0.6136
C 3.293 -0.224 -0.733 0.7196
C 2.328 0.938 -0.765 -1.1609
C 0.912 0.563 -0.443 2.4543
O -0.072 1.175 -1.019 -0.7301
O 0.620 -0.274 0.436 -0.7173
H -0.436 1.731 -4.763 0.4291
H -2.037 0.045 -3.870 0.4136
H -1.162 -1.958 -2.706 0.6032
H 3.743 0.000 -3.767 0.3543
H 5.011 -2.346 -2.724 0.4750
H 6.017 -2.976 -0.546 0.3982
H 5.198 -1.894 1.534 0.5014
H 3.479 -0.129 1.395 0.4268
H 2.347 1.478 -1.711 0.2648
H 2.619 1.644 0.019 0.6814
Br -2.399 -5.360 2.543 -0.2048
C -0.588 -4.852 2.345 0.1154
C 0.367 -5.552 3.070 -0.4158
C 1.706 -5.214 2.957 -0.5566
C 2.093 -4.176 2.123 -0.7875
C 1.140 -3.476 1.401 0.3692
C -0.205 -3.812 1.506 -0.2391
I -1.549 -2.713 0.341 0.5006
H 0.052 -6.358 3.718 0.3806
H 2.444 -5.767 3.523 0.3821
H 3.136 -3.907 2.024 0.4040
H 1.434 -2.662 0.752 0.1370
```



[2]
Formula: C2CrF5NO4S2
Source: OMol25
Level of theory: ωB97M-V/def2-TZVPD

* spin multiplicity: 4
* gap between HOMO and LUMO (alpha / beta): 4.4 / 4.2 eV
* energy relative to the best compared isomer or geometry (same formula, charge and spin): 8.187 eV
* E_LUMO (alpha / beta): -8.48 / -7.72 eV
* net charge: +1
* <S²>: 3.8941
* HOMO (alpha / beta): -0.4717 / -0.4364 Eh

XYZ file:
```
15
Properties=species:S:1:pos:R:3:mulliken_charge:R:1
Cr 0.470 2.883 0.390 1.0717
N -0.283 -0.225 -0.132 -0.2433
S 1.297 0.067 -0.708 1.3725
O 1.299 -0.441 -2.076 -0.5318
O 1.507 1.553 -0.531 -0.7207
C 2.694 -0.719 0.269 0.0119
F 2.301 -0.593 1.579 -0.1772
F 2.565 -2.064 0.023 -0.1506
S -1.188 0.983 0.488 0.9409
O -0.424 1.540 1.674 -0.5444
O -1.304 2.177 -0.437 -0.5096
C -2.012 -1.026 -0.072 0.9210
F -1.673 -1.614 1.090 -0.1120
F -2.840 -2.067 -0.339 -0.1912
F -2.410 -0.454 -1.220 -0.1372
```



[3]
Formula: C12H26N2O11
Source: OMol25
Level of theory: ωB97M-V/def2-TZVPD

* gap between HOMO and LUMO: 9.8 eV
* structure (SMILES): CCNNC(=O)O.COC(=O)OC.COC(=O)OC.COC(=O)OC
* E_LUMO: 0.36 eV
* net charge: 0
* HOMO: -0.3461 Eh

XYZ file:
```
51
Properties=species:S:1:pos:R:3:mulliken_charge:R:1
C 0.668 -3.671 -0.142 -1.0844
C 0.115 -2.492 0.680 -0.3459
N -0.835 -1.610 -0.009 -0.1275
N -1.902 -2.331 -0.635 -0.0212
C -2.726 -3.102 0.153 0.4022
O -3.168 -4.170 -0.189 -0.5756
O -3.095 -2.459 1.307 -0.4436
H 0.206 -4.621 0.139 0.2759
H 0.499 -3.513 -1.211 0.2572
H 1.742 -3.769 0.025 0.3865
H 0.947 -1.847 0.980 0.4058
H -0.326 -2.842 1.621 0.1812
H -0.327 -1.164 -0.767 0.1401
H -1.643 -2.837 -1.475 0.2240
H -2.673 -2.888 2.064 0.3340
C 5.118 0.120 2.622 -0.6203
O 4.914 -0.595 3.844 -0.3251
C 3.930 -1.489 3.801 0.8309
O 3.236 -1.727 2.846 -0.5364
O 3.844 -2.076 4.992 -0.3151
C 2.817 -3.066 5.090 -0.6020
H 5.941 0.801 2.813 0.2134
H 5.378 -0.564 1.817 0.2893
H 4.224 0.680 2.352 0.2919
H 2.992 -3.871 4.378 0.2837
H 1.840 -2.623 4.911 0.2823
H 2.873 -3.448 6.105 0.2045
C -1.665 -0.066 -3.577 -0.4832
O -0.235 -0.023 -3.526 -0.3221
C 0.290 1.168 -3.817 0.8242
O -0.327 2.155 -4.114 -0.5390
O 1.616 1.073 -3.720 -0.3208
C 2.313 2.289 -4.010 -0.6401
H -1.944 -1.082 -3.314 0.1629
H -2.099 0.623 -2.855 0.1318
H -2.032 0.165 -4.574 0.3824
H 2.019 3.073 -3.315 0.2940
H 2.112 2.611 -5.030 0.2950
H 3.367 2.060 -3.892 0.2171
C -4.238 5.970 -0.465 -0.6357
O -4.075 4.616 -0.896 -0.3236
C -3.169 3.927 -0.203 0.7381
O -2.516 4.350 0.715 -0.5445
O -3.112 2.695 -0.700 -0.2783
C -2.178 1.835 -0.042 -0.4389
H -4.997 6.395 -1.114 0.2188
H -4.569 6.006 0.571 0.2955
H -3.305 6.520 -0.570 0.2940
H -2.440 1.702 1.005 0.3800
H -1.168 2.234 -0.119 0.3224
H -2.236 0.877 -0.549 -0.0359
```



[4]
Formula: C5H15NO2
Source: OMol25
Level of theory: ωB97M-V/def2-TZVPD

* gap between HOMO and LUMO: 8.4 eV
* energy relative to the best compared isomer or geometry (same formula, charge and spin): 1.861 eV
* structure (SMILES): CC/C=C/NC.O.O
* E_LUMO: 0.67 eV
* net charge: 0
* HOMO: -0.2840 Eh

XYZ file:
```
23
Properties=species:S:1:pos:R:3:mulliken_charge:R:1
C 1.171 -2.626 -0.511 -1.2823
C -0.272 -2.305 -0.104 -0.1539
C -0.334 -0.969 0.633 -0.6353
C -1.303 -0.692 1.493 0.0628
N -1.314 0.471 2.300 -0.2785
C -2.567 1.190 2.440 -0.8249
H 1.808 -2.860 0.341 0.3376
H 1.192 -3.510 -1.150 0.3459
H 1.731 -1.839 -1.028 0.3315
H -0.577 -3.153 0.499 0.3097
H -0.849 -2.140 -1.016 0.2132
H 0.519 -0.308 0.516 0.2172
H -2.208 -1.239 1.732 0.3247
H -0.504 1.053 2.197 0.1983
H -2.616 2.145 1.922 0.2442
H -2.688 1.502 3.487 0.2617
H -3.380 0.526 2.186 0.3288
O 2.047 4.333 -0.956 -0.6272
H 1.790 4.133 -0.061 0.3075
H 2.887 3.870 -1.041 0.3192
O 1.824 0.921 -4.237 -0.6287
H 1.583 0.071 -4.626 0.3181
H 2.059 1.425 -5.016 0.3105
```



Summary of max |F| in hartree/bohr
0.01382 0.13555 0.01040 0.04167
(order as listed above)